Record 1
Below is the ion C4H8NO2 with charge -1 at a distorted geometry, with properties calculated with the ωB97M-V functional and the def2-TZVPD basis.

Energy above the lowest of the compared OMol25 structures with the same formula, charge and spin = 20.5 kcal per mole
HOMO level = -3.625 eV
M = 102.1 g mol⁻¹
SMILES string = [H]/N=C(\[O-])CCCO
Charge = -1

Each line ends with the Mulliken charge.
Positions of all 15 atoms, in Å:
H1 -1.488 -2.042 0.319  0.1932
N1 -0.680 -1.476 0.095  -0.8178
C1 -1.101 -0.496 -0.667  0.4086
O1 -2.261 -0.317 -1.078  -0.7680
C2 -0.061 0.570 -1.101  -0.5613
C3 0.718 1.297 -0.009  -0.4007
C4 1.792 0.462 0.704  -0.4705
O2 1.304 -0.168 1.865  -0.5931
H2 -0.615 1.225 -1.778  0.2851
H3 0.626 0.001 -1.694  0.2372
H4 0.111 1.820 0.712  0.2619
H5 1.318 2.014 -0.568  0.2759
H6 2.602 1.125 1.018  0.3173
H7 2.205 -0.270 -0.001  0.2656
H8 0.653 -0.832 1.494  0.3665

---

Record 2
Below is a structure of composition C24H26CsIN3O4S2, with properties calculated with the ωB97M-V functional and the def2-TZVPD basis.

Energy above the lowest of the compared OMol25 structures with the same formula, charge and spin = 0.0 kcal per mole
HOMO level = -4.933 eV
M = 744.4 g mol⁻¹
Charge = -1

Each line ends with the Mulliken charge.
Positions of all 61 atoms, in Å:
Cs1 1.132 0.790 -1.383  0.8909
C1 -3.805 -1.279 3.896  -0.9682
C2 -3.606 0.092 3.266  -1.1078
N1 -3.094 -0.020 1.907  0.5495
C3 -4.096 0.076 0.848  -0.3493
C4 -4.348 1.530 0.470  -1.0459
C5 -1.767 -0.051 1.639  -0.3571
S1 -0.599 0.106 2.859  -0.3765
N2 -1.412 -0.153 0.335  -0.1326
C6 -1.477 -1.247 -0.406  0.1064
O1 -1.157 -1.291 -1.614  -0.7506
C7 -1.988 -2.542 0.197  0.5161
C8 -1.543 -3.033 1.420  0.0185
C9 -2.036 -4.236 1.909  -0.7847
C10 -2.987 -4.949 1.194  -0.3960
C11 -3.434 -4.462 -0.029  -0.5737
C12 -2.924 -3.273 -0.528  -0.4610
H1 -4.236 -1.182 4.895  0.4318
H2 -2.844 -1.787 3.974  0.1960
H3 -4.469 -1.897 3.287  0.2625
H4 -2.902 0.678 3.853  0.5194
H5 -4.554 0.635 3.222  0.3667
H6 -5.009 -0.395 1.219  0.3691
H7 -3.778 -0.487 -0.024  0.1215
H8 -4.672 2.108 1.338  0.3393
H9 -5.115 1.603 -0.303  0.4025
H10 -3.426 1.970 0.087  0.1364
H11 -0.814 -2.470 1.988  0.5217
H12 -1.676 -4.616 2.858  0.4063
H13 -3.376 -5.882 1.582  0.3838
H14 -4.171 -5.015 -0.598  0.3749
H15 -3.234 -2.900 -1.497  0.3993
I1 -2.916 1.389 -3.190  0.0947
C13 -2.152 3.210 -2.492  -0.2045
C14 -2.920 4.365 -2.577  -0.3443
C15 -2.359 5.541 -2.109  -0.2306
C16 -1.075 5.520 -1.585  -0.5842
C17 -0.404 4.311 -1.545  -0.2358
N3 -0.936 3.169 -1.989  -0.0919
H16 -3.915 4.337 -2.995  0.3760
H17 -2.922 6.465 -2.157  0.3797
H18 -0.601 6.418 -1.214  0.3721
H19 0.601 4.245 -1.142  0.4005
C18 8.028 -2.530 -0.166  -1.3556
C19 7.136 -1.397 -0.605  0.9717
C20 6.714 -0.424 0.293  -0.6095
C21 5.890 0.617 -0.115  -0.6053
C22 5.479 0.695 -1.435  0.2168
C23 5.886 -0.275 -2.344  -0.5966
C24 6.709 -1.308 -1.928  -0.5274
S2 4.471 2.062 -1.991  1.4383
O2 5.410 3.061 -2.461  -0.7571
O3 3.721 2.472 -0.803  -0.7486
O4 3.639 1.494 -3.055  -0.7457
H20 8.288 -2.438 0.889  0.3406
H21 8.955 -2.545 -0.742  0.3171
H22 7.537 -3.494 -0.309  0.3003
H23 7.031 -0.483 1.328  0.2552
H24 5.554 1.372 0.583  0.4177
H25 5.545 -0.206 -3.369  0.4107
H26 7.025 -2.063 -2.640  0.3364

---

Record 3
Below is a cluster of 13 separate species, C66H169N11O21 in total at a distorted geometry, with properties calculated with the ωB97M-V functional and the def2-TZVPD basis.

Energy above the lowest of the compared OMol25 structures with the same formula, charge and spin = 0.0 kcal per mole
HOMO level = -8.246 eV
M = 1453.1 g mol⁻¹
Charge = 0

Each line ends with the Mulliken charge.
Positions of all 267 atoms, in Å:
C1 1.147 5.043 1.590  -1.6863
C2 0.889 3.730 0.857  1.9423
C3 -0.311 3.917 -0.064  -0.9761
O1 2.097 3.393 0.149  -0.4395
H1 2.039 4.912 2.218  0.4500
H2 0.332 5.319 2.271  0.2958
H3 1.396 5.950 1.032  0.3006
H4 0.771 2.966 1.629  -0.6068
H5 -1.213 4.028 0.538  -0.1280
H6 -0.453 3.060 -0.727  -0.0988
H7 -0.157 4.845 -0.620  0.7050
H8 1.879 3.712 -0.735  0.2177
C4 -1.426 -2.817 3.597  -0.0638
C5 -2.166 -3.979 4.267  0.4018
C6 -1.164 -5.028 4.727  -1.4515
O2 -2.908 -3.497 5.408  -0.5647
H9 -0.968 -3.181 2.677  -0.0253
H10 -0.619 -2.524 4.280  0.4668
H11 -2.067 -1.955 3.428  -0.4405
H12 -2.841 -4.463 3.558  0.2614
H13 -0.481 -4.737 5.539  0.3628
H14 -0.466 -5.327 3.936  0.2768
H15 -1.639 -5.920 5.146  0.3762
H16 -2.305 -2.936 5.909  0.3740
C7 0.451 -2.806 -0.466  -0.7898
C8 -0.995 -2.665 -0.905  0.7431
C9 -1.516 -1.252 -0.627  -0.6786
O3 -1.626 -1.036 0.758  0.5140
C10 -2.151 0.247 0.976  0.8267
N1 -1.158 -2.925 -2.356  0.5830
H17 0.783 -3.844 -0.500  0.3012
H18 0.500 -2.500 0.582  0.1955
H19 1.065 -2.193 -1.123  -0.4606
H20 -1.672 -3.304 -0.324  -0.1081
H21 -2.489 -1.264 -1.161  -0.1184
H22 -0.921 -0.442 -1.074  0.4404
H23 -3.016 0.498 0.347  -0.8788
H24 -1.401 0.944 0.551  0.2205
H25 -2.328 0.473 2.015  -0.3803
H26 -1.815 -2.220 -2.692  -0.9162
H27 -1.617 -3.830 -2.411  0.3943
C11 2.020 -4.123 -3.879  -0.9139
C12 3.169 -5.095 -3.613  0.7815
C13 3.098 -5.704 -2.223  -1.2445
O4 3.121 -4.773 -1.183  0.3285
C14 4.384 -4.212 -0.961  -0.8243
N2 3.271 -6.097 -4.663  -0.7328
H28 1.038 -4.613 -3.814  0.3808
H29 2.211 -3.684 -4.860  0.3374
H30 1.907 -3.325 -3.145  -0.1789
H31 4.017 -4.396 -3.622  0.1026
H32 3.933 -6.409 -2.066  0.3709
H33 2.191 -6.317 -2.151  0.3937
H34 5.167 -4.976 -0.873  0.3781
H35 4.341 -3.642 -0.036  0.0690
H36 4.676 -3.499 -1.742  0.1753
H37 2.424 -6.036 -5.231  0.2825
H38 3.131 -7.042 -4.298  0.2841
C15 -1.997 1.473 -2.842  0.1366
C16 -3.327 1.263 -3.545  -0.3370
C17 -3.448 1.974 -4.856  -0.7264
O5 -4.751 1.805 -5.336  -0.3654
C18 -4.869 2.192 -6.694  -0.7589
N3 -3.547 -0.211 -3.655  0.0299
H39 -1.900 2.563 -2.743  0.7072
H40 -1.197 0.965 -3.375  -0.6657
H41 -1.997 1.130 -1.812  -0.1274
H42 -4.070 1.582 -2.795  0.5021
H43 -2.802 1.446 -5.577  0.1307
H44 -3.145 3.017 -4.724  0.5295
H45 -5.885 1.935 -6.998  0.2588
H46 -4.228 1.534 -7.296  0.3008
H47 -4.697 3.260 -6.834  0.2923
H48 -4.073 -0.541 -2.851  -0.4672
H49 -4.147 -0.465 -4.437  0.3109
C19 -5.847 -0.994 -0.318  -0.2263
O6 -5.626 -2.249 -0.942  -0.3801
C20 -4.777 -3.096 -0.194  0.7857
C21 -4.662 -4.478 -0.788  -1.4554
N4 -4.013 -4.565 -2.078  0.0211
C22 -4.555 -3.701 -3.136  0.3832
C23 -4.227 -4.225 -4.506  0.2568
O7 -4.438 -5.632 -4.591  -0.5521
C24 -5.755 -6.071 -4.567  -0.6199
H50 -6.576 -0.434 -0.917  0.3978
H51 -4.969 -0.346 -0.515  -0.2705
H52 -6.143 -1.046 0.728  0.2721
H53 -5.160 -3.216 0.833  0.4403
H54 -3.764 -2.683 -0.054  -0.5103
H55 -5.611 -5.036 -0.762  0.4099
H56 -3.992 -4.995 -0.089  0.4424
H57 -3.916 -5.486 -2.488  0.3227
H58 -4.144 -2.707 -2.936  -0.8318
H59 -5.640 -3.588 -2.988  0.4631
H60 -3.158 -4.240 -4.730  -0.0885
H61 -4.734 -3.699 -5.317  0.1834
H62 -5.821 -7.145 -4.724  0.2754
H63 -6.291 -5.639 -5.427  0.2896
H64 -6.268 -5.799 -3.640  0.2045
C25 -5.138 -1.138 3.650  -0.8942
O8 -4.677 0.121 3.242  0.5937
C26 -4.925 1.236 4.062  -0.3885
C27 -6.426 1.552 4.151  -1.5170
N5 -6.737 2.863 4.627  -0.2624
C28 -6.246 3.206 5.940  -0.3801
C29 -6.527 4.628 6.225  -0.7947
O9 -5.830 5.364 5.225  -0.1924
C30 -6.374 6.578 4.776  -0.8258
H65 -6.230 -1.110 3.779  0.3527
H66 -4.796 -1.379 4.672  0.3601
H67 -4.820 -1.934 2.989  -0.1037
H68 -4.315 2.056 3.671  -0.0578
H69 -4.481 1.065 5.060  0.5460
H70 -6.876 0.784 4.784  0.5378
H71 -6.827 1.406 3.144  0.3648
H72 -6.525 3.601 3.974  0.3172
H73 -5.148 3.060 5.998  0.2017
H74 -6.578 2.554 6.756  0.3638
H75 -6.222 4.996 7.209  0.3727
H76 -7.592 4.869 6.090  0.4407
H77 -7.340 6.421 4.286  0.3862
H78 -5.658 7.041 4.096  0.1667
H79 -6.445 7.303 5.602  0.3532
C31 9.123 0.386 -3.445  -0.8517
O10 8.323 0.362 -2.284  -0.2322
C32 8.972 -0.139 -1.144  -0.6522
C33 7.988 -0.676 -0.146  -0.5025
N6 7.180 0.326 0.473  -0.4076
C34 5.967 0.665 -0.280  0.0615
C35 4.857 1.217 0.585  -0.2786
O11 4.180 0.219 1.348  -0.3314
C36 2.790 0.311 1.167  -0.0674
H80 9.033 1.363 -3.927  0.2578
H81 8.776 -0.400 -4.117  0.2661
H82 10.188 0.285 -3.221  0.3792
H83 9.672 0.552 -0.644  0.3050
H84 9.663 -0.967 -1.398  0.4628
H85 8.590 -1.186 0.608  0.4773
H86 7.486 -1.561 -0.572  0.1122
H87 6.926 0.118 1.429  0.3639
H88 5.554 -0.244 -0.737  -0.2045
H89 6.212 1.407 -1.044  0.2902
H90 4.109 1.653 -0.095  -0.1215
H91 5.213 2.063 1.192  0.2967
H92 2.462 1.228 1.685  0.2175
H93 2.228 -0.547 1.523  0.2626
H94 2.520 0.524 0.119  -0.1525
C37 -3.205 -2.326 -7.492  -0.6922
O12 -2.204 -1.442 -7.106  -0.4220
C38 -1.474 -1.951 -5.964  0.7473
C39 -0.494 -0.896 -5.476  0.4120
N7 0.799 -0.838 -6.102  0.2009
C40 0.935 0.141 -7.183  -0.7940
C41 2.373 0.581 -7.370  0.0408
O13 3.129 -0.347 -8.143  -0.4007
C42 2.861 -0.291 -9.529  -0.7058
H95 -2.863 -3.362 -7.647  0.3259
H96 -3.636 -2.058 -8.456  0.3419
H97 -3.976 -2.336 -6.714  0.1484
H98 -0.978 -2.860 -6.342  0.5419
H99 -2.141 -2.215 -5.131  -0.7975
H100 -0.346 -1.205 -4.426  -0.2570
H101 -0.979 0.073 -5.386  -0.6715
H102 1.210 -1.696 -6.436  0.2802
H103 0.301 1.015 -7.032  0.2484
H104 0.601 -0.316 -8.124  0.4715
H105 2.889 0.647 -6.412  -0.1241
H106 2.417 1.589 -7.809  0.2776
H107 3.218 0.661 -9.963  0.2786
H108 1.792 -0.254 -9.777  0.3265
H109 3.348 -1.142 -9.992  0.2626
C43 2.394 -6.464 1.812  -0.5601
O14 3.056 -6.048 2.989  -0.4580
C44 3.132 -4.653 3.189  0.5841
C45 4.137 -4.407 4.295  -1.0320
N8 5.394 -5.083 4.016  -0.2618
C46 6.167 -5.316 5.217  -0.7295
C47 7.516 -5.936 4.917  -0.3463
O15 8.154 -6.189 6.142  -0.2863
C48 9.280 -7.011 5.995  -0.7302
H110 1.632 -5.784 1.420  0.0729
H111 1.818 -7.348 2.114  0.3830
H112 3.054 -6.777 1.001  0.2432
H113 2.190 -4.180 3.481  0.1871
H114 3.590 -4.170 2.312  -0.1645
H115 3.720 -4.747 5.263  0.3892
H116 4.293 -3.332 4.428  0.3971
H117 5.077 -5.974 3.632  0.2859
H118 5.629 -5.889 5.986  0.3496
H119 6.403 -4.341 5.665  0.2810
H120 8.093 -5.195 4.351  0.2833
H121 7.305 -6.826 4.308  0.3052
H122 9.823 -7.067 6.943  0.2677
H123 10.006 -6.481 5.356  0.2999
H124 9.086 -8.034 5.668  0.2831
C49 -0.670 0.842 3.872  -0.1419
O16 0.190 0.821 4.986  -0.4814
C50 1.089 1.920 5.007  0.1650
C51 2.061 1.666 6.111  -0.8274
N9 1.365 1.490 7.375  -0.2706
C52 2.219 1.171 8.483  -0.7294
C53 1.708 1.647 9.826  -0.4285
O17 2.394 0.997 10.854  -0.3092
C54 2.061 1.525 12.111  -0.7261
H125 -0.248 0.609 2.888  0.0372
H126 -1.038 1.873 3.706  0.2328
H127 -1.496 0.190 4.146  0.1016
H128 0.496 2.831 5.202  0.2484
H129 1.573 2.107 4.039  0.0088
H130 2.806 2.457 6.217  0.3857
H131 2.622 0.742 5.879  0.3380
H132 0.612 0.834 7.237  0.2602
H133 3.250 1.527 8.397  0.3792
H134 2.328 0.072 8.533  0.3005
H135 0.644 1.388 9.932  0.3186
H136 1.821 2.738 9.885  0.2844
H137 0.976 1.663 12.212  0.3050
H138 2.563 2.479 12.318  0.2826
H139 2.378 0.817 12.877  0.2529
C55 -3.412 4.784 2.884  -0.9030
O18 -3.243 3.687 2.007  1.0666
C56 -4.288 3.482 1.129  0.8466
C57 -4.774 4.650 0.265  -0.9753
N10 -3.697 5.523 -0.124  -0.0246
C58 -4.070 6.951 -0.004  -0.1842
C59 -2.857 7.832 -0.035  -0.8814
O19 -1.956 7.310 0.916  -0.1261
C60 -0.875 8.138 1.122  -0.9397
H140 -2.836 5.639 2.534  0.0851
H141 -3.091 4.468 3.877  0.3322
H142 -4.462 5.068 3.002  0.0394
H143 -5.150 3.068 1.678  0.0393
H144 -4.042 2.654 0.455  -0.8278
H145 -5.480 5.186 0.925  0.2888
H146 -5.339 4.260 -0.580  0.3987
H147 -2.920 5.450 0.524  -0.2482
H148 -4.493 7.095 1.015  0.0394
H149 -4.874 7.229 -0.685  0.4034
H150 -3.110 8.871 0.230  0.4782
H151 -2.386 7.916 -1.026  0.4128
H152 -0.159 7.730 1.824  0.2521
H153 -1.188 9.108 1.537  0.3135
H154 -0.432 8.371 0.148  0.3608
C61 2.691 5.863 -7.262  -0.7314
O20 2.830 5.755 -5.870  -0.3259
C62 1.579 5.823 -5.188  -0.9095
C63 1.596 4.919 -3.999  -0.5145
N11 1.791 3.528 -4.334  -0.1976
C64 1.402 2.633 -3.241  0.6028
C65 1.864 1.222 -3.450  0.7174
O21 3.272 1.239 -3.177  -0.5259
C66 3.886 -0.014 -3.213  -0.1501
H155 1.964 5.142 -7.647  0.2973
H156 3.659 5.711 -7.734  0.2427
H157 2.381 6.883 -7.536  0.3030
H158 1.420 6.877 -4.914  0.4060
H159 0.754 5.559 -5.860  0.3908
H160 2.260 5.281 -3.188  0.3424
H161 0.626 5.095 -3.501  0.3044
H162 2.779 3.331 -4.478  0.3853
H163 1.918 2.894 -2.301  -0.4974
H164 0.331 2.734 -3.081  0.1980
H165 1.429 0.594 -2.654  -0.2591
H166 1.696 0.849 -4.467  -0.2307
H167 4.112 -0.368 -4.222  0.3432
H168 3.220 -0.735 -2.705  -0.1031
H169 4.773 -0.017 -2.579  -0.0876

---

Record 4
Below is an isolated molecule of C6H10O3 at a distorted geometry, with properties calculated with the ωB97M-V functional and the def2-TZVPD basis.

Energy above the lowest of the compared OMol25 structures with the same formula, charge and spin = 49.6 kcal per mole
HOMO level = -9.322 eV
M = 130.1 g mol⁻¹
SMILES string = C[C@@H](C=O)O[C@@H](C)C=O
Charge = 0

Each line ends with the Mulliken charge.
Positions of all 19 atoms, in Å:
C1 -0.465 1.499 -0.916  -1.2429
C2 -0.964 0.906 0.399  0.3314
C3 -2.071 -0.118 0.187  -0.0886
O1 -2.812 -0.138 -0.756  -0.4973
O2 0.036 0.424 1.284  -0.4384
C4 0.986 -0.505 0.789  0.0639
C5 0.433 -1.752 0.118  -1.2305
C6 2.182 0.175 -0.198  0.0803
O3 2.779 -0.460 -1.002  -0.4772
H1 0.170 2.364 -0.733  0.3413
H2 0.092 0.764 -1.496  0.2687
H3 -1.325 1.808 -1.506  0.4309
H4 -1.445 1.704 0.985  0.2949
H5 -2.175 -0.826 1.031  0.3979
H6 1.547 -0.789 1.690  0.3723
H7 1.268 -2.334 -0.269  0.4203
H8 -0.127 -2.368 0.820  0.3296
H9 -0.211 -1.501 -0.724  0.2950
H10 2.103 1.147 0.298  0.3484